Here is C49H38ClN9NaO5S as an isolated structure from OMol25. Energies are from ωB97M-V with the def2-TZVPD basis set.

Last column: Löwdin charge in e.
Atoms and positions in Å:
Na: -0.6496 0.1993 0.1467  0.13
Cl: -1.3069 6.0387 -3.1189  0.60
C: -0.8102 4.7275 -2.0900  -0.69
C: -0.4422 5.0235 -0.7740  -0.12
C: -0.0317 4.0096 0.0344  -0.01
C: 0.0708 2.6443 -0.3981  -0.38
O: 0.4916 1.7771 0.4026  -0.07
C: -0.3309 2.3757 -1.7633  -0.16
C: -0.3595 1.0861 -2.3624  -0.15
N: 0.1319 -0.0113 -1.8914  0.09
C: 0.1863 -1.1500 -2.6413  -0.19
C: -0.0259 -1.1852 -4.0173  -0.02
C: 0.0145 -2.3565 -4.7625  -0.09
C: 0.3169 -3.5546 -4.1735  -0.06
C: 0.6414 -3.5775 -2.8060  -0.16
C: 1.0725 -4.7626 -2.1785  -0.03
C: 1.4452 -4.7398 -0.8633  -0.06
C: 1.3355 -3.5201 -0.1802  -0.13
N: 0.9149 -2.4139 -0.7226  0.14
C: 0.5811 -2.3853 -2.0177  -0.15
C: -0.7869 3.4440 -2.5598  -0.09
H: -0.4967 6.0429 -0.4168  0.10
H: 0.2429 4.1961 1.0627  0.11
H: -0.8709 1.0904 -3.3330  0.11
H: -0.2664 -0.2737 -4.5377  0.10
H: -0.2005 -2.3117 -5.8220  0.10
H: 0.3542 -4.4711 -4.7489  0.10
H: 1.1303 -5.6735 -2.7594  0.11
H: 1.8254 -5.6184 -0.3612  0.09
H: 1.6170 -3.4634 0.8663  0.10
H: -1.1253 3.2437 -3.5671  0.12
C: -1.8603 -3.3639 2.7287  -0.09
O: -0.6255 -2.8116 3.1739  0.00
C: -0.2278 -1.9502 2.1850  -0.30
N: -1.0451 -1.7528 1.2476  0.16
C: -2.2685 -2.4516 1.5401  -0.23
C: -2.8651 -3.1596 0.3559  -0.17
C: -2.5213 -2.7661 -0.9291  -0.04
C: -3.0737 -3.4062 -2.0244  -0.06
C: -3.9827 -4.4373 -1.8431  -0.09
C: -4.3633 -4.8051 -0.5624  -0.10
C: -3.8059 -4.1673 0.5337  -0.05
C: 1.1007 -1.3525 2.2709  -0.19
C: 1.8802 -1.4933 3.4218  0.01
C: 3.1302 -0.9019 3.4328  -0.05
C: 3.5570 -0.2134 2.3116  0.02
C: 2.7025 -0.1401 1.2064  -0.16
N: 1.5088 -0.6944 1.1997  0.20
C: 3.1044 0.6530 0.0425  -0.30
N: 2.7149 0.5472 -1.1502  0.21
C: 3.2009 1.7072 -1.8795  -0.22
C: 4.2945 2.2724 -0.9339  -0.09
O: 4.0177 1.6451 0.3102  -0.01
C: 3.5526 1.4133 -3.3168  -0.15
C: 4.8487 1.2751 -3.7943  -0.04
C: 5.0862 1.0417 -5.1396  -0.10
C: 4.0327 0.9174 -6.0246  -0.10
C: 2.7351 1.0392 -5.5573  -0.08
C: 2.4995 1.3052 -4.2215  -0.02
H: -2.5677 -3.3653 3.5592  0.12
H: -1.6770 -4.3955 2.3945  0.13
H: -2.9821 -1.6818 1.8658  0.15
H: -1.8457 -1.9394 -1.0571  0.08
H: -2.7936 -3.0713 -3.0131  0.11
H: -4.4044 -4.9397 -2.7032  0.10
H: -5.0947 -5.5897 -0.4155  0.09
H: -4.1015 -4.4521 1.5336  0.11
H: 1.4994 -2.0419 4.2696  0.11
H: 3.7631 -0.9823 4.3049  0.10
H: 4.5183 0.2730 2.2909  0.11
H: 2.3449 2.4009 -1.8971  0.14
H: 4.2373 3.3550 -0.8140  0.13
H: 5.3140 1.9928 -1.2346  0.11
H: 5.6968 1.3644 -3.1302  0.09
H: 6.1017 0.9591 -5.4994  0.09
H: 4.2225 0.7408 -7.0741  0.09
H: 1.9081 0.9486 -6.2482  0.10
H: 1.4904 1.4324 -3.8608  0.09
N: -9.2048 -0.4556 -0.3995  0.08
C: -7.8658 -0.1169 -0.5840  -0.34
C: -6.8794 -1.1030 -0.5558  -0.03
C: -5.5632 -0.7755 -0.8187  -0.05
C: -5.2174 0.5299 -1.1069  -0.28
C: -6.1813 1.5180 -1.1248  -0.06
C: -7.5014 1.2006 -0.8647  -0.04
S: -3.4744 0.8885 -1.3727  0.62
O: -3.3251 2.2942 -1.6541  -0.29
O: -3.0472 0.0005 -2.4297  -0.31
N: -2.7289 0.4125 -0.0345  -0.09
C: -3.0034 1.0877 1.0586  -0.47
N: -2.2266 0.8344 2.1370  0.13
C: -2.4510 1.5397 3.2189  -0.15
C: -3.4534 2.4940 3.3166  -0.08
C: -4.2398 2.6361 2.1825  -0.14
N: -4.0437 1.9508 1.0826  0.13
H: -9.3595 -1.3170 0.1024  0.08
H: -9.7951 0.3000 -0.0863  0.08
H: -7.1493 -2.1249 -0.3206  0.10
H: -4.7881 -1.5237 -0.8089  0.09
H: -5.8725 2.5279 -1.3364  0.11
H: -8.2630 1.9701 -0.8672  0.10
H: -1.7938 1.3178 4.0544  0.10
H: -3.6183 3.0663 4.2141  0.08
H: -5.0796 3.3251 2.1560  0.10

Cartesian forces (eV/Å) of the 2 atoms listed first:
0.6 -1.6 0.6
-0.2 0.3 -0.3

## Properties
**Max |F|**: 0.0389 Eh/bohr
**Molar mass**: 923.41 g mol⁻¹
**Lowest unoccupied orbital energy**: 1.98 eV
**E_tot**: -102855.7214 eV
**HOMO energy**: -4.001 eV
**ΔE to the lowest compared entry with this formula, charge and spin**: 256.1 kJ/mol
**Spin multiplicity**: 1
**Net charge**: -1